No. 1
{
  "formula": "C2H7O4P2",
  "method": "wB97M-V/def2-TZVPD",
  "e_tot_ev": -28957.4405,
  "relative_energy_kj_mol": 108.4,
  "e_homo_ev": -3.77,
  "charge": -1,
  "elements": ["C", "C", "P", "O", "O", "P", "O", "O", "H", "H", "H", "H", "H", "H", "H"],
  "xyz": [[0.94130, -1.68181, -0.26762], [0.74305, -0.47386, -1.17480], [-0.49534, 0.56756, -0.25905], [-1.69720, -0.28756, 0.04280], [-1.11017, 1.78656, -1.84483], [0.39621, 0.92094, 2.12289], [1.39070, 2.00380, 2.26051], [-1.03727, 1.49717, 2.69680], [1.35838, -2.64253, -0.91788], [1.50973, -1.72040, 0.68648], [-0.11582, -1.81540, -0.03937], [0.11137, -0.63348, -2.08628], [1.68773, 0.10388, -1.45330], [-1.86149, 1.18239, -2.02058], [-1.82119, 1.19275, 2.25421]],
  "forces_ev_per_a": [[0.3, -3.1, -2.0], [0.9, 1.7, -0.3], [-0.5, 2.6, -1.4], [-0.1, -0.1, -0.3], [0.6, -2.5, 2.1], [-0.2, -0.3, -0.2], [0.3, 0.3, 0.1], [0.5, 0.6, 0.5], [-1.1, 2.2, 1.6], [-0.2, 1.0, -0.9], [0.1, -1.3, 0.5], [0.9, -0.6, 0.5], [-1.4, -0.6, 0.3], [0.3, 0.6, 0.0], [-0.5, -0.6, -0.5]]
}



No. 2
{
  "formula": "C18H15F2N2",
  "method": "wB97M-V/def2-TZVPD",
  "e_tot_ev": -27316.9380,
  "relative_energy_kj_mol": 0.3,
  "e_homo_ev": -12.23,
  "charge": 1,
  "elements": ["F", "C", "C", "C", "C", "C", "C", "C", "C", "C", "F", "C", "C", "C", "C", "H", "H", "H", "H", "H", "H", "H", "H", "H", "N", "C", "C", "C", "N", "C", "C", "H", "H", "H", "H", "H", "H"],
  "xyz": [[3.74742, 3.97782, 1.78651], [2.87746, 2.94612, 1.54777], [1.73351, 3.21168, 0.79516], [0.88052, 2.14779, 0.56007], [1.07712, 0.86531, 1.13540], [-0.02962, -0.07993, 1.06711], [0.07523, -1.52107, 1.15655], [-1.15319, -2.23230, 1.04664], [-1.31006, -3.49379, 1.59214], [-0.19168, -4.05018, 2.23149], [-0.36037, -5.24873, 2.88426], [1.09075, -3.49366, 2.15788], [1.24734, -2.29192, 1.46079], [2.29557, 0.64328, 1.85115], [3.21282, 1.68021, 2.03027], [1.52410, 4.19394, 0.37560], [0.03276, 2.28784, -0.11286], [-1.03736, 0.34092, 1.35968], [-1.96288, -1.74120, 0.49900], [-2.25804, -4.02099, 1.51329], [1.94422, -4.01637, 2.59576], [2.24065, -1.95395, 1.11786], [2.51572, -0.33564, 2.27064], [4.16977, 1.50900, 2.51904], [-0.98193, 0.29976, -0.81817], [-2.24037, 0.75148, -1.00025], [-2.77461, 1.11703, -2.22368], [-1.96589, 0.99201, -3.37798], [-2.46896, 1.26893, -4.60638], [-0.62693, 0.58061, -3.19228], [-0.20311, 0.24096, -1.91190], [-2.85063, 0.83235, -0.10432], [-3.80172, 1.48984, -2.25196], [-1.91624, 1.14124, -5.44135], [-3.44168, 1.51447, -4.73658], [0.08785, 0.52919, -4.01681], [0.82247, -0.08207, -1.75954]],
  "forces_ev_per_a": [[-0.9, -1.1, -0.3], [0.9, 0.8, 0.1], [0.2, -0.5, 0.0], [-0.3, -0.1, 0.3], [0.9, 0.9, 0.1], [-1.2, 0.2, -0.8], [-0.2, -1.0, -0.3], [0.2, 0.2, 0.7], [0.4, 0.1, -0.2], [-0.3, -1.0, 0.5], [0.3, 1.6, -0.8], [-0.2, 0.0, -0.5], [-0.5, 0.6, 0.1], [-0.5, 0.2, -0.5], [-0.5, 0.1, -0.3], [0.2, -0.2, 0.2], [0.2, 0.1, 0.5], [1.5, -0.7, -0.1], [0.1, -0.2, 0.5], [0.3, 0.0, 0.2], [-0.3, 0.0, -0.4], [-0.6, -0.1, 0.8], [-0.1, 0.4, 0.1], [-0.3, 0.2, 0.0], [0.3, 0.1, -0.9], [0.1, 0.0, 0.1], [0.4, -0.2, 0.5], [-0.3, 0.1, -0.3], [0.1, 0.0, 0.0], [0.1, -0.2, 0.7], [-0.2, 0.1, -0.5], [0.0, 0.0, 0.0], [0.4, -0.2, -0.2], [-0.1, 0.0, 0.2], [0.3, -0.1, 0.1], [-0.4, 0.0, 0.2], [0.0, 0.0, 0.1]]
}



No. 3
{
  "formula": "C3H6N2O",
  "method": "wB97M-V/def2-TZVPD",
  "e_tot_ev": -8231.6818,
  "relative_energy_kj_mol": 484.1,
  "e_homo_ev": -8.70,
  "charge": 0,
  "elements": ["C", "C", "N", "N", "C", "O", "H", "H", "H", "H", "H", "H"],
  "xyz": [[-0.40704, 0.70897, 1.84106], [-0.42784, 0.69116, 0.52873], [-0.16453, -0.12713, -0.38755], [0.24346, -1.59997, -0.12626], [0.10647, 0.31760, -1.65824], [0.20538, 1.46069, -1.92008], [-0.59056, -0.18130, 2.25240], [-0.43767, 1.49776, 2.58496], [-0.01922, 1.78322, 0.27544], [-0.19143, -2.30808, -0.92065], [1.33119, -1.50861, -0.25430], [0.35178, -0.73432, -2.21552]],
  "forces_ev_per_a": [[-1.0, 0.3, 0.6], [2.3, 9.2, 4.4], [0.6, -7.5, -4.3], [0.5, 0.8, -1.9], [1.1, -3.8, 0.1], [0.0, 1.3, -1.7], [-0.4, -3.7, 2.2], [0.1, 0.6, -1.0], [-1.6, -2.0, -0.7], [1.5, 2.8, 2.4], [-2.7, -0.8, 0.1], [-0.4, 2.8, -0.1]]
}



- Which formula does entry 3 have?
  C3H6N2O